(1)
C17H39GaOP3Se | the ωB97M-V functional and the def2-TZVPD basis

Element x y z (Å)
Ga 1.701 -0.632 0.204
P 2.424 1.615 0.447
P -1.360 2.483 -0.346
P 0.462 -0.832 -1.765
H 1.270 -3.283 1.864
C 1.815 -2.681 1.141
C 2.493 -1.496 1.677
H 2.265 -1.029 2.648
C 2.248 2.394 2.071
C 2.088 3.019 -0.629
C 4.232 1.592 0.307
C -3.148 2.047 -0.247
C -1.403 3.732 0.998
C -1.421 3.589 -1.812
C 0.825 -2.529 -2.273
C 1.146 0.299 -3.022
C -1.347 -0.640 -1.894
H 2.364 -3.429 0.555
H 3.581 -1.352 1.526
H 2.278 1.659 2.879
H 1.305 2.938 2.148
H 3.090 3.083 2.175
H 1.271 3.637 -0.247
H 1.873 2.723 -1.658
H 3.004 3.610 -0.634
H 4.695 0.935 1.042
H 4.534 2.626 0.509
H 4.542 1.322 -0.702
H -3.739 2.975 -0.307
H -3.337 1.545 0.715
H -3.421 1.379 -1.070
H -2.342 4.303 0.925
H -0.552 4.420 0.913
H -1.346 3.183 1.950
H -2.232 4.322 -1.676
H -1.623 2.992 -2.705
H -0.472 4.116 -1.927
H 0.645 -2.572 -3.356
H 0.175 -3.233 -1.727
H 1.877 -2.777 -2.033
H 1.149 -0.268 -3.968
H 2.176 0.591 -2.758
H 0.523 1.206 -3.093
H -1.691 -1.394 -2.620
H -1.588 0.379 -2.234
H -1.813 -0.823 -0.923
C -2.391 -2.910 1.164
C -1.316 -3.705 1.626
C -0.828 -4.755 0.825
C -1.542 -5.153 -0.329
C -2.671 -4.419 -0.712
C -3.086 -3.300 0.008
Se -2.864 -1.347 2.201
H -2.604 -2.014 3.480
H -0.811 -3.420 2.573
H 0.117 -5.253 1.119
H -1.170 -6.012 -0.895
H -3.176 -4.697 -1.623
H -3.963 -2.731 -0.276
O -0.788 1.541 2.984
H -1.267 0.677 2.852
H -0.854 1.758 3.933

Atoms 1-2, force components in eV/Å:
Ga -2.4092 3.0579 -2.4231
P 1.1406 1.8120 0.8131

Values from the calculation:
Electronic energy   -165867.4620 eV
Molar mass   501.1 g mol⁻¹
Relative energy (zero: lowest compared OMol25 entry of this formula, charge and spin)   47.4 kcal per mole
Total charge   +3



(2)
C27H26AsCl3FeNO2PS | the ωB97M-V functional and the def2-TZVPD basis

Element x y z (Å)
Fe 0.390 0.611 0.355
Cl 1.774 2.073 2.081
C 3.446 1.642 2.449
C 3.908 2.005 3.693
C 5.229 1.711 4.017
C 6.056 1.062 3.119
C 5.565 0.694 1.874
Cl 6.596 -0.122 0.765
C 4.250 0.987 1.511
S 3.598 0.575 -0.059
H 3.262 2.513 4.395
H 5.613 1.998 4.986
H 7.082 0.833 3.370
Cl -1.482 2.418 0.848
C -1.331 3.587 -0.468
C -2.055 4.756 -0.328
C -1.973 5.711 -1.329
C -1.173 5.493 -2.443
C -0.455 4.316 -2.557
C -0.526 3.327 -1.571
P 0.411 1.791 -1.753
C 1.990 2.285 -2.472
C 2.689 3.345 -1.892
C 3.962 3.657 -2.337
C 4.547 2.908 -3.353
C 3.852 1.857 -3.932
C 2.572 1.542 -3.494
C -0.457 0.737 -2.933
C -1.389 1.232 -3.842
C -1.994 0.372 -4.745
C -1.668 -0.978 -4.751
C -0.742 -1.476 -3.846
C -0.143 -0.623 -2.932
H -2.667 4.916 0.548
H -2.535 6.630 -1.233
H -1.105 6.241 -3.220
H 0.182 4.156 -3.419
H 2.237 3.935 -1.102
H 4.498 4.488 -1.899
H 5.542 3.155 -3.700
H 4.300 1.285 -4.734
H 2.031 0.727 -3.959
H -1.650 2.282 -3.847
H -2.719 0.757 -5.450
H -2.138 -1.643 -5.463
H -0.484 -2.527 -3.856
H 0.586 -1.016 -2.228
C 0.072 -3.612 0.707
As -0.791 -2.295 1.787
C -0.028 -2.244 3.535
C -2.663 -2.646 1.889
O -0.632 -0.777 1.055
H -0.083 -4.595 1.150
H 1.137 -3.397 0.658
H -0.365 -3.590 -0.290
H -0.169 -3.215 4.009
H -0.535 -1.478 4.119
H 1.033 -2.021 3.458
H -2.833 -3.619 2.348
H -3.077 -2.633 0.882
H -3.134 -1.869 2.488
O 2.485 -1.118 1.476
N 2.436 -0.627 0.383

Atoms 1-2, force components in eV/Å:
Fe -0.0256 0.0931 0.0869
Cl -0.0113 -0.0351 -0.0044

Values from the calculation:
Electronic energy   -186908.5749 eV
Molar mass   696.7 g mol⁻¹
Expectation value of S²   6.02
2S+1   5
Relative energy (zero: lowest compared OMol25 entry of this formula, charge and spin)   0.0 kcal per mole
Total charge   +2



(3)
C2H2OS | the ωB97M-V functional and the def2-TZVPD basis

Element x y z (Å)
C 0.161 -0.873 -0.279
C -0.509 0.175 0.088
O 0.019 2.474 0.957
S -1.094 1.643 0.485
H 0.314 -1.733 0.343
H 1.110 -1.687 -1.594

Atoms 1-2, force components in eV/Å:
C 0.7149 -1.0872 -0.8167
C 0.6638 -0.3068 -1.3062

Values from the calculation:
Electronic energy   -14982.9186 eV
Molar mass   74.1 g mol⁻¹
Relative energy (zero: lowest compared OMol25 entry of this formula, charge and spin)   110.5 kcal per mole



(4)
C22H21I2N8Rh | the ωB97M-V functional and the def2-TZVPD basis

Element x y z (Å)
Rh -0.070 0.130 0.184
N -2.037 -3.301 2.097
C -1.198 -2.281 2.236
N -0.915 -1.798 1.037
C -1.653 -2.576 0.191
N -2.338 -3.504 0.803
C -1.659 -2.315 -1.232
C -2.149 -3.209 -2.178
N -2.094 -2.923 -3.470
C -1.570 -1.759 -3.834
C -1.099 -0.856 -2.889
N -1.149 -1.143 -1.593
H -2.441 -3.895 2.806
H -0.830 -1.919 3.184
H -2.573 -4.160 -1.880
H -1.529 -1.538 -4.893
H -0.697 0.103 -3.179
N 1.483 -0.203 1.692
C 1.885 1.009 2.356
C 3.219 1.382 2.370
C 3.615 2.502 3.080
C 2.666 3.263 3.749
C 1.329 2.902 3.696
C 0.918 1.767 2.999
C -0.515 1.409 2.913
C -1.355 1.651 4.010
C -2.725 1.475 3.928
C -3.307 1.049 2.740
C -2.498 0.771 1.647
C -1.112 0.908 1.755
H 2.274 -0.670 1.261
H 1.012 -0.837 2.327
H 3.951 0.776 1.845
H 4.660 2.779 3.119
H 2.969 4.146 4.295
H 0.588 3.524 4.180
H -0.909 1.991 4.936
H -3.347 1.702 4.783
H -4.382 0.952 2.655
H -2.956 0.465 0.713
I -0.619 2.542 -0.761
I 0.087 2.800 -3.672
C 3.982 0.821 -3.736
N 3.154 0.119 -2.760
C 2.950 -1.236 -2.691
C 2.040 -1.434 -1.701
N 1.677 -0.211 -1.168
C 2.378 0.694 -1.830
H 4.997 0.431 -3.722
H 3.999 1.882 -3.500
H 3.570 0.690 -4.735
H 3.458 -1.937 -3.331
H 1.642 -2.364 -1.331
H 2.384 1.754 -1.639

Atoms 1-2, force components in eV/Å:
Rh 1.0107 -2.8483 1.3446
N 0.1043 0.0193 -0.1416

Values from the calculation:
Electronic energy   -54270.8746 eV
Molar mass   754.2 g mol⁻¹
Relative energy (zero: lowest compared OMol25 entry of this formula, charge and spin)   47.9 kcal per mole
Total charge   +2



(5)
C2F3InMgNO4S2 | the ωB97M-V functional and the def2-TZVPD basis

Element x y z (Å)
O 4.093 -1.565 0.347
C 3.016 -1.493 -0.181
O 2.594 -1.263 -1.330
In 1.259 -1.607 1.466
Mg 0.740 -0.791 -1.856
N -0.307 -0.488 1.013
S -0.594 -1.909 -0.059
S -0.453 0.922 0.326
O 0.042 0.925 -1.099
O 0.033 1.998 1.172
C -2.285 1.255 0.088
F -2.779 0.472 -0.853
F -2.911 1.028 1.227
F -2.447 2.518 -0.262

Atoms 1-2, force components in eV/Å:
O -2.9862 -0.2448 0.2983
C 4.6849 0.7273 -2.5442

Values from the calculation:
Electronic energy   -52174.8146 eV
Molar mass   362.3 g mol⁻¹
Expectation value of S²   0.78
2S+1   2
Relative energy (zero: lowest compared OMol25 entry of this formula, charge and spin)   0.0 kcal per mole
Total charge   +2



(6)
C7H10 | the ωB97M-V functional and the def2-TZVPD basis

Element x y z (Å)
C -1.341 0.865 0.093
C -1.463 -0.525 -0.555
C -0.031 -0.352 -1.116
C 0.129 1.075 -0.279
C 1.372 0.452 0.355
C 1.034 -0.653 1.262
C 1.122 -0.902 -0.238
H -1.864 1.590 -0.549
H -1.603 1.081 1.129
H -1.584 -1.344 0.160
H -2.248 -0.622 -1.316
H 0.118 -0.585 -2.179
H 0.250 2.180 -0.119
H 2.306 1.007 0.311
H 1.867 -1.041 1.840
H 0.086 -0.595 1.789
H 1.850 -1.633 -0.590

Atoms 1-2, force components in eV/Å:
C -0.1486 0.0540 0.4071
C 0.0245 -0.0294 0.0920

Values from the calculation:
Electronic energy   -7417.1193 eV
Molar mass   94.2 g mol⁻¹
Relative energy (zero: lowest compared OMol25 entry of this formula, charge and spin)   90.3 kcal per mole
Structure (SMILES)   C1C[C@H]2[C@@H]1[C@H]1C[C@@H]21



(7)
C2HCsNaO2 | the ωB97M-V functional and the def2-TZVPD basis

Element x y z (Å)
O -0.313 -2.269 1.554
C 0.386 -1.655 0.733
C 0.415 -0.697 -0.183
H 0.860 -0.964 -1.150
Cs 0.970 3.540 -0.089
Na -2.289 1.128 -1.533
O -0.029 0.918 0.667

Atoms 1-2, force components in eV/Å:
O 4.0334 1.4118 -2.8049
C -5.6656 -0.5147 3.2245

Values from the calculation:
Electronic energy   -11143.2936 eV
Molar mass   212.9 g mol⁻¹
Expectation value of S²   0.75
2S+1   2



(8)
C23H15F3N5V | the ωB97M-V functional and the def2-TZVPD basis

Element x y z (Å)
V 1.811 0.424 -1.438
N -0.869 -2.663 -3.095
C 0.177 -2.040 -2.562
N 0.309 -0.746 -2.496
C -0.743 0.066 -2.946
N -0.726 1.347 -2.762
N 0.405 1.742 -2.086
C 0.531 2.967 -1.748
C 1.740 3.340 -1.012
C 1.946 4.627 -0.552
C 3.102 4.905 0.166
C 4.004 3.886 0.403
C 3.725 2.618 -0.090
N 2.628 2.345 -0.787
C -1.876 -0.557 -3.611
C -2.921 0.181 -4.172
C -3.975 -0.466 -4.776
C -4.010 -1.861 -4.824
C -2.990 -2.608 -4.272
C -1.925 -1.951 -3.669
H -0.897 -3.671 -3.090
H 0.958 -2.668 -2.152
H -0.237 3.699 -1.980
H 1.210 5.394 -0.749
H 3.288 5.903 0.539
H 4.912 4.055 0.964
H 4.401 1.793 0.092
H -2.879 1.260 -4.120
H -4.782 0.105 -5.213
H -4.842 -2.364 -5.297
H -3.013 -3.691 -4.306
F 0.322 -3.081 7.381
C -0.620 -2.376 6.738
F -1.705 -3.167 6.631
F -0.969 -1.350 7.535
C -0.160 -1.898 5.390
C -0.968 -1.010 4.690
C -0.585 -0.579 3.434
C 0.611 -1.031 2.864
C 1.413 -1.916 3.583
C 1.029 -2.350 4.841
C 0.987 -0.580 1.555
C 1.285 -0.187 0.440
H -1.891 -0.659 5.132
H -1.204 0.113 2.880
H 2.342 -2.261 3.149
H 1.652 -3.036 5.398

Atoms 1-2, force components in eV/Å:
V -0.0589 -0.1006 0.1991
N 0.0433 -0.0626 0.0165

Values from the calculation:
Electronic energy   -65378.9156 eV
Molar mass   469.3 g mol⁻¹
Expectation value of S²   3.77
2S+1   4
Relative energy (zero: lowest compared OMol25 entry of this formula, charge and spin)   0.0 kcal per mole
Total charge   +1



(9)
C23H32N2O | the ωB97M-V functional and the def2-TZVPD basis

Element x y z (Å)
C -5.748 -3.320 -0.510
C -4.721 -2.243 -0.329
C -4.031 -1.734 -1.422
C -3.089 -0.738 -1.266
C -2.792 -0.205 -0.013
C -1.749 0.894 0.106
C -1.538 1.360 1.552
C -0.488 2.470 1.616
C -0.943 3.660 0.779
C -1.118 3.196 -0.662
C 0.205 2.648 -1.187
C 0.679 1.452 -0.342
C 1.984 0.953 -0.987
O 2.322 1.388 -2.077
N 2.780 0.039 -0.376
C 2.586 -0.700 0.854
C 3.221 -2.082 0.729
N 4.669 -1.980 0.634
C 5.249 -3.189 0.095
C 5.069 -0.764 -0.063
C 4.025 -0.285 -1.066
C 0.851 1.942 1.098
C -0.406 0.368 -0.429
C -2.187 2.108 -0.726
C -3.483 -0.720 1.076
C -4.430 -1.719 0.920
H -6.140 -3.650 0.448
H -5.315 -4.177 -1.025
H -6.576 -2.953 -1.116
H -4.237 -2.124 -2.409
H -2.578 -0.372 -2.145
H -2.479 1.739 1.957
H -1.210 0.520 2.170
H -0.365 2.782 2.661
H -0.200 4.459 0.830
H -1.886 4.053 1.167
H -1.428 4.042 -1.286
H 0.969 3.427 -1.166
H 0.096 2.332 -2.225
H 1.525 -0.828 1.059
H 3.052 -0.177 1.699
H 2.978 -2.677 1.616
H 2.786 -2.593 -0.148
H 4.934 -3.401 -0.939
H 6.334 -3.109 0.124
H 4.949 -4.028 0.722
H 5.234 0.021 0.684
H 6.015 -0.936 -0.578
H 3.843 -1.054 -1.826
H 4.367 0.614 -1.585
H 1.188 1.149 1.761
H 1.599 2.738 1.121
H -0.136 -0.523 0.141
H -0.508 0.066 -1.473
H -2.346 1.816 -1.765
H -3.136 2.488 -0.340
H -3.298 -0.349 2.071
H -4.949 -2.094 1.791

Atoms 1-2, force components in eV/Å:
C 0.0034 0.0219 -0.0363
C 0.0044 0.0078 0.0970

Values from the calculation:
Electronic energy   -29399.5085 eV
Molar mass   352.5 g mol⁻¹
Relative energy (zero: lowest compared OMol25 entry of this formula, charge and spin)   0.0 kcal per mole
Structure (SMILES)   Cc1ccc([C@@]23C[C@@H]4C[C@@H](C[C@@](C(=O)N5CCN(C)CC5)(C4)C2)C3)cc1



(10)
C5H14NS2 | the ωB97M-V functional and the def2-TZVPD basis

Element x y z (Å)
N -1.484 2.366 1.174
C 4.274 -0.646 0.889
C 4.225 0.365 0.024
S 0.773 0.818 -0.314
S 0.577 -1.019 0.380
C -0.950 -1.652 -0.432
C -2.248 -0.852 -0.093
C -2.823 -0.184 -1.329
H -1.095 2.141 0.267
H -2.024 3.214 1.267
H -0.695 2.316 1.804
H 3.444 -1.299 1.167
H 5.067 -0.796 1.614
H 3.303 0.520 -0.534
H 5.177 0.709 -0.355
H -1.016 -2.663 -0.032
H -0.689 -1.599 -1.492
H -1.916 -0.152 0.684
H -2.941 -1.502 0.439
H -3.781 0.328 -1.240
H -2.117 0.507 -1.787
H -3.061 -0.920 -2.102

Atoms 1-2, force components in eV/Å:
N 0.5583 -1.2356 0.3215
C -0.5983 0.3891 1.1626

Values from the calculation:
Electronic energy   -28562.2052 eV
Molar mass   152.3 g mol⁻¹
Relative energy (zero: lowest compared OMol25 entry of this formula, charge and spin)   106.7 kcal per mole
Total charge   +1



(11)
H64O32 | the ωB97M-V functional and the def2-TZVPD basis

Element x y z (Å)
O -1.910 2.827 -3.894
H -2.512 2.410 -3.279
H -1.929 3.755 -3.657
O -0.915 -4.445 1.699
H -1.198 -4.735 2.566
H -0.045 -4.072 1.843
O -0.494 0.344 4.650
H -0.099 -0.176 5.350
H 0.043 0.159 3.880
O -0.808 -5.291 -3.407
H -0.223 -5.992 -3.694
H -0.450 -4.499 -3.809
O -0.013 4.024 3.848
H -0.280 3.717 4.714
H -0.763 3.835 3.285
O 1.151 0.151 2.615
H 0.959 -0.109 1.714
H 1.573 1.006 2.533
O -2.790 4.016 -0.193
H -2.536 4.939 -0.198
H -3.676 4.013 0.168
O 2.398 2.740 2.826
H 2.979 3.498 2.757
H 1.648 3.058 3.327
O -2.693 -3.381 -0.659
H -2.761 -2.930 0.183
H -2.522 -2.684 -1.292
O 0.693 2.237 -2.676
H -0.161 2.347 -3.093
H 0.511 2.287 -1.738
O -0.196 -3.029 -5.192
H -0.299 -2.089 -5.045
H 0.719 -3.132 -5.453
O -5.459 -3.754 -0.406
H -5.775 -3.006 0.100
H -4.508 -3.642 -0.431
O 3.549 -2.613 0.072
H 4.266 -2.375 -0.516
H 3.737 -3.517 0.324
O -2.764 0.409 3.383
H -2.844 1.344 3.196
H -1.950 0.332 3.881
O 2.748 -0.397 -3.771
H 3.628 -0.364 -4.146
H 2.821 0.075 -2.942
O 0.235 -3.431 -0.854
H 1.187 -3.501 -0.918
H 0.080 -2.534 -0.559
O -2.497 -1.532 1.338
H -1.581 -1.325 1.520
H -2.994 -0.907 1.867
O 0.635 4.551 1.061
H 1.572 4.397 0.940
H 0.543 4.760 1.990
O -2.609 3.100 2.399
H -2.516 3.312 1.470
H -3.260 3.722 2.723
O 0.343 -0.422 -4.516
H 0.070 0.196 -3.838
H 1.280 -0.546 -4.365
O 0.101 2.000 0.537
H -0.297 2.840 0.766
H 1.024 2.100 0.770
O 4.085 3.657 0.178
H 4.997 3.718 -0.105
H 3.668 3.095 -0.476
O -0.043 -3.078 4.768
H 0.364 -2.433 5.347
H -0.617 -2.563 4.202
O 3.621 1.907 -2.105
H 4.386 2.308 -2.517
H 2.898 2.100 -2.701
O -0.047 -0.499 0.113
H -0.622 -0.651 -0.637
H 0.073 0.451 0.134
O -1.957 -0.758 -2.085
H -2.242 -0.809 -2.997
H -2.279 0.090 -1.780
O 1.735 -3.382 1.835
H 2.269 -3.004 1.136
H 2.116 -3.035 2.642
O 4.512 1.096 2.820
H 3.712 1.616 2.901
H 4.380 0.573 2.030
O 3.880 0.276 0.351
H 3.606 -0.640 0.402
H 3.959 0.451 -0.587
O 2.720 -3.807 -2.813
H 3.546 -3.693 -2.344
H 2.690 -3.075 -3.429
O -2.979 1.646 -1.529
H -3.723 1.164 -1.168
H -2.981 2.479 -1.058
O -5.674 0.462 -0.907
H -5.608 -0.387 -0.470
H -6.610 0.658 -0.909

Atoms 1-2, force components in eV/Å:
O 0.5632 0.0704 -0.2867
H -0.4300 -0.4342 0.4232

Values from the calculation:
Electronic energy   -66560.9230 eV
Molar mass   576.5 g mol⁻¹
Relative energy (zero: lowest compared OMol25 entry of this formula, charge and spin)   119.0 kcal per mole



(12)
CH25O12Pd | the ωB97M-V functional and the def2-TZVPD basis

Element x y z (Å)
Pd 15.514 -4.430 3.721
C 12.436 -5.848 3.335
O 13.538 -5.051 3.141
H 12.234 -6.145 4.365
H 11.604 -5.193 3.002
H 12.386 -6.725 2.674
O 9.266 -5.854 2.473
H 9.362 -4.887 2.660
H 9.668 -6.302 3.232
O 9.581 -7.639 5.068
H 10.006 -6.927 5.582
H 8.639 -7.546 5.253
O 13.874 -6.547 0.180
H 13.020 -6.604 -0.273
H 13.685 -6.092 1.005
O 10.497 -7.415 0.389
H 10.801 -8.057 1.035
H 10.013 -6.748 0.911
O 13.552 -6.894 6.531
H 12.936 -7.632 6.438
H 13.872 -6.715 5.642
O 11.562 -3.325 5.631
H 12.486 -3.516 5.450
H 11.443 -2.391 5.405
O 9.656 -3.278 3.172
H 10.477 -3.485 3.633
H 9.068 -2.934 3.858
O 15.008 -8.296 2.420
H 14.101 -8.651 2.432
H 15.027 -7.711 1.651
O 12.388 -9.502 2.973
H 11.443 -9.401 2.804
H 12.456 -9.602 3.931
O 10.395 -5.737 7.028
H 10.661 -5.016 6.438
H 10.969 -5.643 7.797
O 12.470 -3.127 1.054
H 11.624 -3.593 1.020
H 13.103 -3.757 1.420

Atoms 1-2, force components in eV/Å:
Pd -0.4928 -0.3296 -0.0788
C -0.4703 0.6396 0.8496

Values from the calculation:
Electronic energy   -29481.4779 eV
Molar mass   335.6 g mol⁻¹
Expectation value of S²   2.01
2S+1   3
Total charge   +1